1.
{
  "formula": "C25H46Cl2CrN2O6P2",
  "method": "ωB97M-V/def2-TZVPD",
  "homo_lumo_gap_ev": [4.9, 4.9],
  "charge": -1,
  "homo_ev": [-3.753, -3.753],
  "s2": 3.875,
  "spin_multiplicity": 4,
  "elements": ["Cr", "Cl", "P", "C", "C", "C", "C", "H", "C", "H", "H", "H", "H", "H", "H", "H", "C", "C", "H", "H", "H", "H", "H", "H", "C", "H", "C", "H", "H", "H", "H", "H", "H", "Cl", "H", "P", "C", "C", "C", "C", "H", "C", "H", "H", "H", "H", "H", "H", "H", "C", "C", "H", "H", "H", "H", "H", "H", "C", "H", "C", "H", "H", "H", "H", "H", "H", "O", "C", "O", "C", "C", "C", "C", "C", "C", "N", "O", "O", "N", "O", "O", "H", "H", "H"],
  "coordinates": [[0.83336, 0.15928, 0.24297], [0.78821, 2.21019, -0.72616], [2.82926, 0.40011, 1.63098], [2.79250, 1.92480, 2.74090], [2.99261, -1.08425, 2.78794], [4.41983, 0.65881, 0.67540], [1.33942, 2.36026, 2.90222], [3.32007, 2.67366, 2.11702], [3.49846, 1.86321, 4.10207], [3.08064, 1.07573, 4.75013], [3.32291, 2.82570, 4.61379], [4.58514, 1.72079, 4.03823], [0.87116, 2.49945, 1.91867], [1.33536, 3.31826, 3.44114], [0.73765, 1.63018, 3.46821], [4.14601, 1.59379, 0.14957], [4.64232, -0.45297, -0.36457], [5.68060, 0.90200, 1.51660], [5.65200, 1.84319, 2.09441], [6.54909, 0.95978, 0.84064], [5.84837, 0.07279, 2.21782], [3.76241, -1.09301, -0.55318], [5.47580, -1.10551, -0.06379], [4.87731, 0.00800, -1.33630], [1.65898, -1.45486, 3.46735], [3.71100, -0.76086, 3.56734], [3.52898, -2.31842, 2.05075], [1.21241, -0.62424, 4.03522], [1.85163, -2.27202, 4.17235], [0.90865, -1.80705, 2.73288], [2.89116, -2.58511, 1.19166], [3.51482, -3.16589, 2.74886], [4.56560, -2.18360, 1.72263], [0.66519, -2.08888, -0.21040], [2.32334, -0.15923, -0.33463], [-1.93896, 1.41309, -3.73006], [-0.51927, 1.96949, -4.72375], [-2.31622, -0.40671, -3.57973], [-2.53214, 2.78999, -2.69245], [0.79881, 1.33835, -4.24942], [-0.49041, 3.05403, -4.51240], [-0.77022, 1.77238, -6.23203], [-0.81154, 0.70677, -6.48515], [0.06136, 2.23372, -6.78027], [-1.70457, 2.24841, -6.54822], [1.06713, 1.63129, -3.22530], [1.60363, 1.65596, -4.92051], [0.73067, 0.24160, -4.30979], [-1.67630, 3.48133, -2.61636], [-2.92482, 2.35312, -1.27796], [-3.67990, 3.51098, -3.44414], [-3.30358, 4.15415, -4.24284], [-4.22252, 4.14382, -2.72469], [-4.38872, 2.79105, -3.87673], [-2.06731, 1.94929, -0.71959], [-3.74802, 1.63829, -1.31135], [-3.29281, 3.25047, -0.75355], [-1.18270, -1.34809, -4.03586], [-3.13818, -0.46852, -4.34036], [-2.90246, -0.78675, -2.19650], [-0.70932, -1.00670, -4.96809], [-1.57030, -2.36388, -4.19802], [-0.41607, -1.43234, -3.25644], [-2.17118, -0.58195, -1.41050], [-3.13713, -1.84963, -2.12862], [-3.81234, -0.20989, -1.98450], [-1.20145, 0.43330, 3.37529], [-1.41689, -0.11339, 2.27768], [-0.94013, 0.23259, 1.13207], [-2.32615, -1.33749, 2.28076], [-2.36902, -2.24691, 1.22183], [-3.11657, -3.43368, 1.31799], [-3.82637, -3.73652, 2.48671], [-3.83806, -2.78449, 3.52561], [-3.09923, -1.59151, 3.42708], [-4.58205, -3.04870, 4.73336], [-5.16652, -4.13869, 4.84532], [-4.60404, -2.16354, 5.61676], [-3.11146, -4.36715, 0.21652], [-2.58261, -4.01442, -0.86386], [-3.62319, -5.49146, 0.37201], [-1.78620, -2.07090, 0.32545], [-4.35693, -4.67324, 2.59936], [-3.09996, -0.87101, 4.23648]],
  "atomic_forces_ev_per_a": [[1.6, -0.3, 0.1], [0.1, 0.4, 0.0], [-0.7, 0.0, 0.6], [0.3, -0.2, -0.4], [0.2, 0.3, -0.2], [-0.6, -0.1, 0.2], [-0.1, 0.2, 0.1], [-0.2, -0.2, 0.2], [-0.1, 0.0, 0.2], [0.1, 0.2, -0.2], [0.1, -0.3, -0.1], [-0.3, -0.1, 0.0], [0.0, 0.0, 0.4], [-0.2, -0.1, -0.1], [0.2, 0.3, -0.3], [0.1, -0.3, 0.1], [0.3, -0.2, -0.5], [0.0, 0.2, 0.0], [-0.1, -0.4, -0.3], [-0.2, 0.0, 0.2], [0.0, 0.1, -0.1], [0.5, 0.3, 0.2], [-0.1, 0.2, -0.1], [0.1, -0.2, 0.3], [-0.2, 0.4, -0.1], [-0.2, -0.3, -0.3], [0.1, -0.1, 0.1], [0.1, -0.2, -0.2], [0.0, 0.1, -0.1], [0.4, 0.2, 0.2], [0.3, 0.2, 0.3], [0.0, 0.1, -0.1], [-0.2, 0.0, 0.0], [-0.1, -0.4, 0.1], [-0.8, 0.3, -0.4], [-0.5, 0.2, -1.2], [0.3, -0.3, 0.3], [-0.9, -0.3, -0.3], [0.0, -0.1, 0.3], [0.3, 0.0, -0.4], [0.0, -0.3, -0.1], [0.4, 0.3, 0.2], [0.0, 0.2, 0.0], [-0.1, -0.2, -0.1], [0.2, -0.2, 0.1], [-0.3, -0.1, -0.3], [0.2, 0.0, 0.0], [0.2, 0.5, 0.1], [-0.2, -0.3, 0.1], [-0.1, 0.8, 0.1], [-0.2, 0.0, 0.8], [0.0, -0.2, 0.0], [0.0, 0.1, -0.2], [0.2, 0.2, 0.2], [-0.4, 0.0, -0.2], [0.1, 0.0, 0.1], [0.1, -0.3, 0.1], [0.0, 0.2, 0.3], [0.6, -0.5, 0.7], [0.3, 0.3, -0.3], [-0.2, -0.2, 0.3], [-0.1, 0.3, 0.0], [0.0, 0.1, -0.1], [0.0, 0.1, 0.0], [0.0, -0.1, -0.3], [0.2, -0.3, -0.1], [-0.4, -0.7, -1.3], [0.5, 0.8, 0.5], [-0.7, -0.3, 0.9], [-0.6, -0.6, 0.4], [-0.1, -0.2, -0.1], [0.0, 1.1, 1.5], [0.0, 0.4, 0.1], [1.0, 0.3, -1.5], [0.0, -0.5, -0.3], [-1.1, -0.1, 2.1], [0.9, 1.5, -0.2], [0.1, -1.6, -1.6], [0.4, -1.5, -2.5], [-1.1, -0.5, 2.3], [0.6, 1.8, 0.1], [0.0, 0.1, 0.1], [0.0, 0.1, -0.1], [0.1, -0.1, -0.1]]
}

***

2.
{
  "formula": "C25H46Cl3F4IO10S",
  "method": "ωB97M-V/def2-TZVPD",
  "homo_lumo_gap_ev": 7.5,
  "smiles": "CCO[C@]1(CCF)OS(=O)(=O)[C@@H](Cl)[C@@](I)(/C(Cl)=C(/C)Cl)[C@]1(C)C(F)(F)F.COCCOC.COCCOC.COCCOC",
  "homo_ev": -8.908,
  "elements": ["C", "C", "O", "C", "C", "C", "F", "O", "S", "O", "O", "C", "Cl", "C", "I", "C", "Cl", "C", "C", "Cl", "C", "C", "C", "F", "F", "F", "H", "H", "H", "H", "H", "H", "H", "H", "H", "H", "H", "H", "H", "H", "H", "H", "C", "O", "C", "C", "O", "C", "H", "H", "H", "H", "H", "H", "H", "H", "H", "H", "C", "O", "C", "C", "O", "C", "H", "H", "H", "H", "H", "H", "H", "H", "H", "H", "C", "O", "C", "C", "O", "C", "H", "H", "H", "H", "H", "H", "H", "H", "H", "H"],
  "coordinates": [[3.50408, -1.40034, 1.02537], [2.29234, -2.32690, 1.58905], [1.11270, -1.59463, 1.68300], [-0.05703, -1.82470, 0.90128], [0.47737, -2.11857, -0.53851], [-0.35859, -1.85516, -1.84395], [-0.16215, -0.50390, -2.30374], [-0.55686, -0.43178, 0.86082], [-2.14184, -0.22864, 0.56052], [-2.72375, 0.64863, 1.65099], [-2.25432, 0.65388, -0.66479], [-3.16336, -1.79595, 0.35106], [-3.96166, -1.53858, -1.24232], [-2.43554, -3.17064, 0.68992], [-3.67854, -4.44584, 2.08894], [-2.28382, -4.23784, -0.45027], [-0.76363, -5.02808, -1.12534], [-3.39532, -4.81586, -1.12791], [-3.21598, -5.94722, -2.25185], [-5.13098, -4.42435, -0.88122], [-1.13003, -2.82887, 1.60346], [-0.23757, -4.14521, 1.92552], [-1.51276, -2.35480, 3.09245], [-2.72699, -1.71870, 3.27980], [-0.63987, -1.39766, 3.64573], [-1.44722, -3.37498, 4.06883], [3.94351, -0.86130, 1.93336], [4.30472, -2.11266, 0.66722], [3.16184, -0.64359, 0.26382], [2.64959, -2.60344, 2.64545], [2.35670, -3.29176, 1.00684], [1.01162, -3.11917, -0.67362], [1.33431, -1.36860, -0.70426], [0.15283, -2.47083, -2.66547], [-1.43311, -2.16684, -1.87792], [-3.99321, -1.68196, 1.13094], [-2.69594, -5.47012, -3.14788], [-2.63288, -6.84258, -1.84819], [-4.19987, -6.35260, -2.62124], [0.49688, -3.95302, 2.78029], [-0.82063, -5.09431, 2.01960], [0.49319, -4.29745, 1.05728], [2.77593, 1.64332, -6.36556], [2.94378, 2.41658, -5.18672], [2.26941, 1.85126, -4.06389], [3.23312, 1.08405, -3.16511], [3.76560, -0.06327, -3.82921], [5.07001, 0.16383, -4.34022], [3.52902, 1.95914, -7.08924], [2.90316, 0.57424, -6.17685], [1.78346, 1.82465, -6.78857], [1.44165, 1.21249, -4.38960], [1.84418, 2.68228, -3.49326], [2.68356, 0.71952, -2.29225], [4.03862, 1.73404, -2.80684], [5.80154, 0.11092, -3.52908], [5.15093, 1.13157, -4.84317], [5.29075, -0.62016, -5.06688], [3.41507, 6.34484, -4.42087], [3.58396, 7.11816, -3.24082], [2.91205, 6.55258, -2.11968], [3.87540, 5.78445, -1.22330], [4.40743, 4.63848, -1.88710], [5.71203, 4.86624, -2.39834], [4.16713, 6.66029, -5.14556], [3.54184, 5.27554, -4.23308], [2.42211, 6.52688, -4.84223], [2.08417, 5.91342, -2.44497], [2.48731, 7.38331, -1.54766], [3.32606, 5.41984, -0.35044], [4.68121, 6.43414, -0.86549], [6.44358, 4.81278, -1.58734], [5.79276, 5.83411, -2.90067], [5.93250, 4.08261, -3.12561], [-6.14663, -1.61859, 6.57372], [-6.68691, -0.52556, 5.84621], [-6.69977, 0.68126, 6.60405], [-5.53075, 1.58551, 6.23304], [-4.28234, 0.99855, 6.59200], [-3.63024, 0.39147, 5.48420], [-5.90310, -2.41134, 5.86465], [-5.23611, -1.34340, 7.11195], [-6.89078, -1.99572, 7.28175], [-6.70297, 0.46509, 7.67788], [-7.63383, 1.19936, 6.36515], [-5.61750, 2.51892, 6.79714], [-5.55022, 1.83454, 5.16675], [-3.16154, 1.15858, 4.86285], [-4.31966, -0.20036, 4.87616], [-2.85520, -0.27353, 5.86902]],
  "atomic_forces_ev_per_a": [[-0.3, -0.5, 1.4], [3.6, -0.2, 0.1], [-1.9, -0.5, 0.2], [1.3, 0.8, -0.4], [1.0, 0.2, -1.6], [1.2, -0.5, -1.3], [-0.6, -1.6, 0.9], [-1.6, -2.0, 0.0], [-2.0, 9.3, -0.7], [1.6, -4.0, -1.4], [1.0, -3.9, 2.2], [-1.2, -0.6, 0.6], [0.6, -0.5, 0.9], [1.0, -0.7, 0.6], [0.0, 0.5, 0.1], [-2.7, -1.3, -2.3], [-1.1, 1.2, 1.1], [1.7, -0.1, -0.2], [-0.1, 0.5, 0.3], [1.7, -0.4, -0.2], [1.4, -1.6, 0.6], [1.6, 0.3, -1.3], [0.3, 2.0, 3.2], [1.2, -1.4, -1.0], [-0.8, -1.7, -1.6], [-0.4, 1.4, -2.1], [-0.6, -0.4, -1.4], [-0.8, 1.0, 0.0], [0.5, -1.0, 0.7], [-0.9, 0.3, -1.3], [-0.9, 1.1, 0.4], [-1.1, 1.3, 0.6], [-1.3, -0.9, 0.6], [-0.7, 0.7, 1.2], [0.8, 0.8, 0.3], [1.4, 0.2, -1.0], [-0.5, -0.8, 1.2], [-0.6, 1.4, -0.6], [0.9, 0.8, 0.7], [-1.6, -0.3, -0.9], [0.4, 1.1, 0.3], [-1.4, 0.1, 1.1], [0.0, 0.2, 0.0], [0.0, -0.3, 0.0], [0.3, 0.3, 0.2], [-0.3, -0.3, -0.2], [0.1, 0.3, -0.1], [-0.1, -0.1, 0.0], [0.0, 0.1, 0.1], [0.0, 0.0, 0.0], [0.0, -0.1, -0.1], [0.1, -0.1, 0.0], [0.0, 0.0, 0.0], [-0.1, 0.1, 0.0], [-0.1, 0.0, -0.1], [0.1, 0.1, 0.0], [0.0, 0.0, 0.1], [-0.1, 0.0, 0.1], [0.0, 0.1, 0.0], [-0.1, -0.3, 0.1], [0.4, 0.3, 0.1], [-0.4, -0.4, -0.1], [0.1, 0.3, 0.0], [-0.1, -0.1, -0.1], [0.0, 0.1, 0.1], [0.0, 0.0, 0.0], [0.0, -0.1, -0.1], [0.1, -0.1, 0.0], [0.0, 0.0, 0.0], [0.0, 0.0, 0.0], [0.0, 0.0, -0.1], [0.1, 0.1, 0.0], [0.0, 0.0, 0.1], [-0.1, 0.0, 0.1], [-0.1, 0.0, -0.1], [0.2, 0.0, 0.3], [0.0, 0.1, -0.5], [0.2, -0.1, 0.5], [-0.3, -0.1, -0.2], [0.1, 0.0, 0.1], [-0.1, 0.1, 0.0], [0.0, 0.0, 0.0], [0.0, -0.1, 0.1], [0.1, 0.0, 0.0], [0.0, 0.0, 0.0], [0.0, 0.0, 0.0], [0.0, -0.1, 0.0], [0.0, -0.1, -0.1], [0.0, 0.1, 0.0], [0.0, 0.1, 0.0]]
}